Entry 1:
Computed, not measured: a 10-piece molecular cluster, C37H103N9O10 overall in a non-equilibrium geometry, with wB97M-V/def2-TZVPD.

Last column: Mulliken charge in e.
Cartesian coordinates (Å):
C 4.04940 5.23273 -0.37230  -1.73
C 2.74232 4.78938 0.34791  0.52
C 1.94382 5.90108 0.99871  0.02
O 1.62486 6.80960 -0.01327  -0.41
C 0.61888 7.69258 0.38080  -0.82
N 1.91201 4.08086 -0.66029  -0.20
H 4.44028 4.41357 -0.97154  0.38
H 4.73170 5.57799 0.38165  0.43
H 3.79054 5.99494 -1.09077  0.30
H 3.00391 4.02596 1.05717  0.26
H 2.73306 6.35318 1.62160  0.37
H 1.05389 5.60702 1.57843  -0.04
H -0.29375 7.21274 0.72996  0.25
H 0.34591 8.24108 -0.49915  0.33
H 0.98330 8.46043 1.05467  0.32
H 1.14985 3.60845 -0.14957  -0.56
H 1.57890 4.79211 -1.33023  0.27
C -2.74580 -5.14320 3.59834  -1.68
C -2.44692 -4.97991 2.13275  1.95
C -1.55202 -6.02599 1.55341  -0.60
O -0.30783 -6.19852 2.17465  -0.36
C 0.46064 -7.24103 1.53568  -0.63
N -3.68225 -4.98165 1.31833  -0.72
H -1.82833 -5.47308 4.11295  0.35
H -3.54504 -5.85482 3.76801  0.39
H -3.06011 -4.20207 3.98544  0.39
H -1.94244 -4.02343 1.91311  -0.52
H -1.39835 -5.79266 0.50007  0.05
H -2.25547 -6.93259 1.56353  0.21
H 0.47664 -7.08096 0.47307  0.23
H -0.00605 -8.18645 1.80886  0.32
H 1.46717 -7.26236 1.97302  0.25
H -3.41254 -4.67479 0.40545  0.07
H -4.41745 -4.44295 1.68189  0.28
C -2.60341 4.28926 3.82590  -2.04
C -1.41992 3.43733 3.39256  2.00
C -0.15459 3.90257 4.11521  -0.55
O 0.05068 5.24430 3.94751  -0.40
C 1.25397 5.64513 4.54032  -0.69
N -1.57360 2.01190 3.64517  -0.40
H -2.49170 5.28081 3.45901  0.40
H -2.63630 4.36637 4.94689  0.37
H -3.53199 3.87892 3.55068  0.54
H -1.39386 3.52144 2.35485  -0.95
H 0.71503 3.36829 3.70811  0.08
H -0.24580 3.56725 5.13343  0.66
H 1.23333 5.44046 5.65975  0.31
H 1.23244 6.75504 4.41009  0.27
H 2.17562 5.12785 4.04711  0.21
H -1.57876 1.73847 4.62649  0.24
H -2.28357 1.54657 3.09545  -0.04
C -1.35797 1.08717 -3.23180  -0.47
C -2.82565 1.58997 -3.25347  1.33
C -2.94292 2.98037 -2.59035  -1.49
O -2.62584 2.98278 -1.19654  -0.28
C -2.26438 4.28937 -0.77123  -0.81
N -3.33786 1.85987 -4.63961  -0.78
H -0.71807 1.83802 -3.73583  0.38
H -1.34642 0.17482 -3.78426  0.46
H -0.96970 0.96776 -2.26088  -0.50
H -3.44401 0.92818 -2.65365  -0.25
H -3.93789 3.41806 -2.77590  0.35
H -2.19566 3.62606 -3.09585  0.42
H -2.23321 4.29674 0.35985  -0.03
H -3.00328 4.97480 -1.15710  0.50
H -1.25949 4.57525 -1.19021  0.23
H -3.03465 1.05725 -5.20304  0.31
H -4.33956 1.82823 -4.68807  0.28
C -3.80327 -1.31107 1.51517  -1.67
C -3.72312 -0.19715 0.48879  2.53
C -5.05954 0.53721 0.61639  -1.39
O -6.03560 -0.37640 0.19467  -0.23
C -7.40829 0.09756 0.36526  -0.91
N -2.64163 0.74819 0.75224  1.17
H -3.79269 -0.93711 2.54382  0.23
H -2.97604 -2.00919 1.43589  0.22
H -4.66139 -1.92799 1.43038  0.46
H -3.66860 -0.54829 -0.57624  -1.17
H -4.95541 1.34079 -0.10771  0.46
H -5.24513 0.90595 1.62137  0.48
H -7.65496 0.09062 1.40327  0.34
H -8.05103 -0.59625 -0.21727  0.20
H -7.56955 1.09405 -0.01749  0.34
H -2.65641 1.59102 0.18023  -0.11
H -1.71966 0.41970 0.57717  -0.59
C 2.82016 -4.86688 -1.34255  -1.50
C 3.73251 -4.01813 -2.19944  0.25
C 3.06957 -2.80309 -2.86419  0.20
O 2.00284 -3.21411 -3.67558  -0.38
C 1.26456 -2.07170 -4.21555  -0.54
N 4.84394 -3.44120 -1.44343  -0.38
H 3.32979 -5.74255 -0.86526  0.38
H 1.98007 -5.06760 -1.92588  0.35
H 2.50281 -4.24120 -0.47530  0.30
H 4.04598 -4.59994 -3.08143  0.21
H 3.87615 -2.39402 -3.51371  0.35
H 2.85099 -2.09438 -2.09173  -0.43
H 0.42064 -2.42401 -4.76183  0.30
H 1.95305 -1.51854 -4.84137  0.48
H 0.86620 -1.47461 -3.38204  0.02
H 5.70551 -3.56976 -1.96321  0.24
H 4.97829 -3.91893 -0.55360  0.24
C 5.41882 -1.64651 1.51958  -1.79
C 5.31138 -0.25191 0.97601  0.68
C 6.72167 0.33807 0.59297  -0.75
O 7.66675 0.17119 1.57038  -0.38
C 7.44834 1.07410 2.61091  -0.68
N 4.34563 -0.29208 -0.11191  -0.24
H 4.48888 -2.17190 1.45249  0.49
H 5.78979 -1.67891 2.53620  0.36
H 6.09256 -2.25914 0.93241  0.37
H 4.93257 0.36987 1.73861  0.27
H 6.71674 1.40576 0.28760  0.35
H 7.08827 -0.26302 -0.29817  0.35
H 6.46218 0.91489 3.06716  0.26
H 7.49298 2.11919 2.23451  0.29
H 8.20430 0.90521 3.33549  0.28
H 4.65900 -1.02457 -0.70894  0.15
H 4.47204 0.54546 -0.66375  0.01
C -3.96374 -2.10256 -3.48577  -1.42
C -4.24955 -3.41789 -2.83456  0.27
C -3.00638 -4.22754 -2.43651  0.04
O -2.15146 -4.42033 -3.56878  -0.45
C -0.82496 -4.73129 -3.21649  -0.39
N -5.02705 -3.23565 -1.62216  -0.38
H -3.34592 -1.36791 -2.94459  -0.02
H -4.91535 -1.58817 -3.79824  0.35
H -3.46065 -2.36129 -4.42510  0.57
H -4.79334 -3.96276 -3.63425  0.34
H -3.29001 -5.21323 -2.04959  0.53
H -2.45951 -3.69620 -1.63025  -0.43
H -0.75070 -5.66081 -2.55601  0.28
H -0.31181 -3.88213 -2.70887  -0.06
H -0.28207 -5.00516 -4.14147  0.41
H -5.95909 -3.43224 -1.73863  0.27
H -4.92875 -2.27292 -1.29368  -0.09
C 1.89144 0.76920 2.59520  -1.57
C 1.52523 0.73008 1.05565  1.13
C 0.93218 -0.51122 0.69265  -0.94
O 0.33018 -0.37771 -0.59174  1.29
C -0.26081 -1.57960 -1.03715  -0.63
N 0.49602 1.87287 0.91630  0.60
H 1.00563 0.93320 3.26596  0.29
H 2.62501 1.58849 2.76001  0.25
H 2.49608 -0.15710 2.80424  0.37
H 2.33963 0.90201 0.47655  0.02
H 0.15686 -0.84427 1.43360  -0.11
H 1.71218 -1.27811 0.63354  0.14
H 0.44159 -2.41862 -0.95103  0.23
H -0.69112 -1.36997 -1.99512  0.16
H -1.20584 -1.64106 -0.47965  -0.53
H 0.02338 1.70312 0.04574  -0.07
H -0.26765 1.67054 1.59236  -0.38
C 2.80886 1.17850 -2.80786  -0.50
O 3.46176 2.11251 -1.96325  -0.55
H 1.85010 0.79696 -2.37000  0.06
H 2.60468 1.68722 -3.72061  0.50
H 3.49796 0.36120 -2.89230  0.12
H 2.89063 2.83919 -1.61248  0.50

The value obtained for the energy relative to the best compared isomer or geometry (same formula, charge and spin) is 129.5 kJ/mol. Its charge is 0. As for the SMILES: COC[C@H](C)N.COC[C@H](C)N.COC[C@H](C)N.COC[C@H](C)N.COC[C@H](C)N.COC[C@H](C)N.COC[C@H](C)N.COC[C@H](C)N.COC[C@H](C)N.CO.


Entry 2:
Computed, not measured: a 13-piece molecular cluster, C37H104N4O21 overall in a non-equilibrium geometry, with wB97M-V/def2-TZVPD.

Last column: Mulliken charge in e.
Cartesian coordinates (Å):
C -3.16777 -0.93679 -6.29379  0.08
C -1.82235 -0.27289 -6.61136  -0.80
O -1.29707 0.53236 -5.55958  -0.31
O -4.18966 0.00679 -6.49635  -0.55
H -3.22647 -1.30101 -5.26812  -0.03
H -3.31530 -1.77100 -6.97966  0.43
H -1.79461 0.20614 -7.59007  0.46
H -1.08534 -1.07287 -6.68171  0.31
H -1.84045 1.32354 -5.54014  0.06
H -4.56506 -0.00435 -7.37984  0.28
C -6.19755 -1.14165 -3.60303  -0.84
C -5.10004 -0.28900 -2.96261  -0.15
O -4.13302 -1.08419 -2.33492  -0.35
O -5.78389 -1.68407 -4.88382  -0.55
H -7.07536 -0.55538 -3.87477  0.36
H -6.45896 -1.97010 -2.94468  0.35
H -5.63454 0.20769 -2.15285  0.23
H -4.72838 0.43526 -3.68746  0.34
H -3.29152 -0.62218 -2.32948  0.23
H -5.35103 -0.95215 -5.32938  0.33
C -1.58206 3.89990 -5.19678  0.07
C -2.10084 5.24267 -4.59377  -0.27
O -1.14181 5.96281 -3.81594  -0.56
O -2.61639 3.10017 -5.73812  -0.53
H -0.92175 3.37433 -4.50695  -0.11
H -0.90073 4.11813 -6.01913  0.33
H -2.92034 4.94267 -3.94069  -0.04
H -2.69062 5.81020 -5.31362  0.52
H -1.60073 6.76279 -3.54944  0.31
H -3.16627 3.61157 -6.33620  0.27
C -0.81292 0.73027 -2.27886  0.29
C -0.82917 0.81033 -0.71142  -0.18
O -0.64760 -0.47894 -0.09913  0.70
O -1.59387 -0.30830 -2.82326  0.80
H 0.19328 0.57810 -2.66938  -0.23
H -1.13607 1.65664 -2.75375  0.02
H -1.78310 1.16765 -0.32353  0.29
H -0.16721 1.60288 -0.36246  -0.38
H -1.15377 -1.09117 -0.63817  -0.49
H -1.59701 -0.20100 -3.77724  -0.58
C -3.88400 -1.02850 1.45049  -0.26
O -3.82165 -1.74853 2.61445  -0.55
H -4.16941 -1.66311 0.61150  0.36
H -4.62141 -0.22979 1.37061  0.38
H -2.94532 -0.51202 1.24989  -0.24
H -3.36524 -1.24481 3.29236  0.25
C -0.38416 4.69979 -0.49937  -0.57
O -0.43403 4.07048 -1.79192  -0.09
H -1.37554 4.78038 -0.05354  0.28
H 0.25745 4.08853 0.13529  -0.14
H 0.08351 5.68430 -0.48758  0.45
H -0.56366 4.83550 -2.35720  0.19
C -4.28702 2.98871 -1.68314  0.09
O -5.51342 2.82851 -1.00055  -0.59
H -4.25970 3.85672 -2.34185  -0.05
H -3.51568 3.24282 -0.95611  0.02
H -4.01752 2.12769 -2.29478  0.02
H -5.30493 2.42898 -0.15291  0.36
C -0.93031 -3.34508 -4.04026  0.22
O -1.01409 -4.64782 -4.51766  -0.64
H 0.01604 -3.35388 -3.49948  0.07
H -0.85246 -2.59206 -4.82447  -0.12
H -1.73064 -3.16007 -3.32378  0.11
H -1.11607 -5.31302 -3.83302  0.33
C 1.76035 -2.69189 -0.79711  0.34
O 2.87293 -3.17340 -1.50480  -0.68
H 1.41293 -3.46434 -0.11102  -0.01
H 2.03072 -1.81437 -0.20977  0.16
H 0.98775 -2.46559 -1.53193  -0.18
H 2.99726 -2.63126 -2.28725  0.54
C 2.63182 -1.76917 -4.91847  -0.84
O 2.68865 -1.38927 -3.55449  -0.23
C 3.01345 -0.02374 -3.38644  -0.15
C 4.49048 0.35956 -3.56330  -0.95
N 4.95054 1.25595 -2.46629  0.10
C 6.40887 1.42977 -2.52972  -0.89
C 6.96732 2.33075 -1.39808  -0.39
O 6.75205 3.64042 -1.82327  -0.33
C 7.16140 4.62820 -0.86710  -0.77
H 1.65147 -1.62453 -5.37244  0.06
H 2.86398 -2.81830 -5.10156  0.34
H 3.28431 -1.26507 -5.63139  0.38
H 2.69540 0.22243 -2.37336  0.07
H 2.42070 0.65069 -4.00442  0.21
H 4.60838 0.80119 -4.55283  0.42
H 5.18131 -0.48351 -3.57331  0.50
H 4.58015 2.17403 -2.66639  -0.05
H 6.68477 1.76107 -3.53083  0.39
H 6.76245 0.41226 -2.36314  0.50
H 8.02227 2.14385 -1.19746  0.47
H 6.34494 2.21314 -0.51100  0.19
H 6.89247 5.61894 -1.23345  0.25
H 8.24813 4.61424 -0.78392  0.36
H 6.67337 4.52141 0.10168  0.26
C -3.34744 -4.36542 7.01017  -0.76
O -2.17452 -3.82599 6.36998  -0.34
C -2.38433 -2.64644 5.59806  -0.64
C -1.15084 -2.00437 4.92170  -0.23
N -1.44825 -0.62709 4.54694  0.05
C -0.38288 -0.08256 3.68011  -1.39
C -0.90931 1.22906 2.99373  0.61
O -1.21117 2.33295 3.85334  -0.55
C -1.98975 3.32872 3.15783  -0.50
H -3.72377 -3.63538 7.72677  0.31
H -2.99350 -5.29982 7.44573  0.23
H -4.08634 -4.60175 6.24449  0.32
H -2.64844 -1.82032 6.25827  0.31
H -3.21119 -2.89567 4.93301  0.42
H -0.85483 -2.55593 4.02937  -0.05
H -0.30815 -2.15750 5.59589  0.35
H -1.53665 -0.04559 5.36800  0.25
H -0.10811 -0.77481 2.88425  0.31
H 0.56506 0.14611 4.16716  0.70
H -1.74937 0.73687 2.50369  0.27
H -0.10589 1.45099 2.29133  -0.34
H -1.47125 3.60923 2.24100  0.01
H -2.17655 4.27613 3.66341  0.37
H -2.98707 2.96019 2.91777  0.28
C 1.34323 -6.43883 7.97632  -0.81
O 0.40439 -6.44476 6.93290  -0.27
C 1.06234 -6.32693 5.73137  -0.75
C 0.08763 -6.48364 4.56400  -0.63
N -0.68450 -5.24553 4.20943  0.25
C -1.45667 -5.34163 2.92393  -0.76
C -0.58941 -5.07839 1.70818  -0.21
O -1.31869 -5.03485 0.45472  -0.46
C -2.09709 -3.89113 0.19504  -0.30
H 1.88379 -7.38255 8.04909  0.32
H 0.75925 -6.41545 8.89639  0.26
H 1.93870 -5.52608 7.95594  0.33
H 1.73833 -7.17192 5.60049  0.44
H 1.62687 -5.40129 5.61910  0.34
H -0.39995 -7.45275 4.66988  0.34
H 0.75046 -6.61256 3.70836  0.35
H -1.34810 -4.97450 4.92096  -0.12
H -2.35170 -4.73502 2.78596  0.42
H -1.78062 -6.37942 2.84546  0.31
H 0.06043 -5.94792 1.60960  0.22
H 0.08938 -4.22562 1.69616  0.18
H -2.88929 -3.65106 0.90419  0.28
H -2.59867 -4.08321 -0.75345  0.23
H -1.39921 -3.06762 0.04373  -0.02
C 4.51402 4.54389 6.21716  -0.80
O 3.81197 4.07334 5.05385  -0.28
C 3.87298 2.64906 4.93716  -0.97
C 2.96597 2.12759 3.82395  -0.20
N 3.52220 2.41978 2.50602  -0.36
C 2.45882 2.49846 1.43951  -0.60
C 3.06588 2.87614 0.01545  -0.05
O 3.34174 4.25395 -0.00626  -0.41
C 3.37379 4.81194 -1.27177  -0.37
H 4.06841 4.12485 7.11934  0.32
H 4.42974 5.62918 6.27316  0.25
H 5.54306 4.20739 6.34341  0.32
H 3.51804 2.19755 5.86358  0.54
H 4.90330 2.31051 4.82799  0.44
H 1.98546 2.53888 4.06382  0.08
H 2.94131 1.03787 3.82405  0.29
H 4.05501 3.27730 2.53564  0.34
H 1.70558 3.20820 1.78156  0.50
H 1.99778 1.51800 1.32016  0.00
H 2.29128 2.64161 -0.71467  0.13
H 3.99690 2.34103 -0.17154  0.35
H 2.41481 4.81160 -1.78989  -0.03
H 4.08246 4.32984 -1.94518  0.16
H 3.63965 5.84930 -1.06853  0.31

Its charge is 0.


What are the HOMO level values for these records? In order: -8.69 -8.38 eV.